ORCA calculation (ωB97M-V with the def2-TZVPD basis set) on a cluster of 5 separate species, C38H61F13N2O15PS in total.

Its total charge is +1. The value obtained for the total energy is -129533.6735 eV.

Atoms and positions in Å:
C  -2.394  1.391  -6.742
C  -1.544  2.485  -6.129
C  -0.188  2.000  -5.649
O  -0.231  0.720  -5.014
C  -0.847  0.716  -3.754
C  0.191  0.324  -2.733
C  0.836  1.330  -1.986
C  0.487  2.792  -2.201
C  0.991  3.730  -1.080
C  2.396  4.259  -1.275
C  2.752  5.181  -0.092
C  3.387  4.415  1.079
C  2.995  4.946  2.476
C  2.086  4.010  3.250
C  0.633  4.053  2.766
O  0.360  5.326  2.254
C  -0.813  5.467  1.469
N  1.776  1.110  -1.091
N  2.082  -0.162  -0.885
C  3.168  -0.307  0.124
C  2.553  -0.386  1.534
C  3.353  -1.235  2.527
C  2.365  -2.193  3.238
C  4.006  -0.400  3.616
C  1.512  -1.187  -1.494
S  2.009  -2.866  -1.048
O  2.550  -2.969  0.254
O  0.915  -3.758  -1.187
F  3.054  -3.244  -2.094
C  0.538  -1.006  -2.490
P  -0.273  -2.358  -3.452
O  -1.312  -3.016  -2.678
O  -0.830  -1.829  -4.810
O  0.924  -3.314  -3.852
H  -3.267  1.851  -7.179
H  -1.845  0.912  -7.538
H  -2.720  0.676  -6.002
H  -2.043  2.953  -5.288
H  -1.356  3.276  -6.840
H  0.233  2.742  -4.977
H  0.498  1.898  -6.476
H  -1.606  -0.055  -3.735
H  -1.355  1.636  -3.514
H  -0.582  2.917  -2.213
H  0.948  3.147  -3.112
H  0.839  3.304  -0.103
H  0.334  4.587  -1.129
H  2.405  4.896  -2.150
H  3.130  3.470  -1.374
H  3.391  5.995  -0.405
H  1.839  5.622  0.283
H  4.459  4.504  0.988
H  3.070  3.380  0.991
H  2.583  5.940  2.435
H  3.909  5.030  3.052
H  2.074  4.278  4.299
H  2.489  3.015  3.196
H  -0.054  3.859  3.586
H  0.481  3.256  2.034
H  -1.150  4.522  1.076
H  -1.600  5.884  2.083
H  -0.613  6.167  0.672
H  3.822  -1.125  -0.115
H  3.771  0.584  0.078
H  1.513  -0.676  1.454
H  2.539  0.625  1.908
H  4.055  -1.885  2.024
H  2.858  -3.056  3.656
H  1.819  -1.627  3.982
H  1.620  -2.517  2.528
H  3.243  0.244  4.031
H  4.368  -1.027  4.414
H  4.796  0.226  3.220
H  -0.323  -2.130  -5.574
H  0.635  -4.194  -3.561
C  -6.933  6.762  0.350
C  -6.733  6.477  1.822
O  -6.130  5.180  2.020
C  -4.818  5.121  1.927
O  -4.079  6.031  1.692
C  -4.369  3.675  2.209
F  -5.166  2.816  1.580
F  -4.411  3.411  3.517
F  -3.111  3.448  1.800
H  -7.513  5.966  -0.116
H  -7.458  7.706  0.216
H  -5.977  6.819  -0.171
H  -7.690  6.437  2.334
H  -6.135  7.248  2.303
C  1.303  -6.836  0.146
C  -0.027  -6.230  0.544
O  -0.830  -7.193  1.246
C  -0.587  -7.309  2.544
O  0.225  -6.697  3.169
C  -1.552  -8.334  3.163
F  -1.679  -9.412  2.386
F  -2.763  -7.783  3.312
F  -1.120  -8.725  4.353
H  1.148  -7.746  -0.434
H  1.878  -6.130  -0.451
H  1.888  -7.106  1.025
H  -0.595  -5.949  -0.340
H  0.106  -5.332  1.146
C  -7.393  -3.004  -0.280
C  -6.796  -2.001  -1.241
O  -7.479  -0.737  -1.146
C  -7.079  0.084  -0.193
O  -6.204  -0.102  0.598
C  -7.900  1.381  -0.277
F  -9.191  1.126  -0.491
F  -7.460  2.139  -1.297
F  -7.804  2.101  0.833
H  -8.465  -3.101  -0.449
H  -6.928  -3.978  -0.412
H  -7.251  -2.689  0.753
H  -6.930  -2.332  -2.268
H  -5.728  -1.869  -1.077
C  5.384  -4.275  0.258
C  5.723  -4.373  1.729
O  6.664  -5.428  1.972
C  7.939  -5.114  1.786
O  8.362  -4.053  1.441
C  8.828  -6.323  2.128
F  8.316  -7.453  1.635
F  8.927  -6.452  3.455
F  10.046  -6.163  1.629
H  5.024  -5.234  -0.117
H  4.616  -3.529  0.096
H  6.262  -4.007  -0.331
H  4.836  -4.626  2.306
H  6.106  -3.429  2.115

Atom charges from the Mulliken analysis, given in e for atoms 1 to 2:
1. C -1.1009
2. C -0.6108

ORCA calculation (ωB97M-V with the def2-TZVPD basis set) on a structure of composition C38H61N8O4PTi.

The spin multiplicity is 3. The value obtained for the total energy is -92915.2763 eV.

Atoms and positions in Å:
Ti  1.511  -0.499  -0.270
C  2.898  1.162  2.348
N  1.613  1.171  1.641
C  1.358  2.540  1.151
C  0.210  2.644  0.147
C  0.612  2.285  -1.289
N  0.691  0.843  -1.479
C  0.205  0.386  -2.607
C  0.053  -0.993  -2.944
C  -0.178  -1.368  -4.280
C  -0.353  -2.684  -4.636
C  -0.334  -3.675  -3.651
C  -0.147  -3.336  -2.327
C  0.057  -2.008  -1.944
O  0.198  -1.695  -0.668
C  0.560  0.746  2.601
C  0.122  -0.699  2.416
C  1.276  -1.699  2.474
N  2.045  -1.696  1.237
C  2.649  -2.875  0.962
C  3.298  -3.230  -0.242
C  3.953  -4.484  -0.335
C  4.608  -4.886  -1.475
C  4.640  -4.048  -2.591
C  4.004  -2.816  -2.538
C  3.324  -2.383  -1.401
O  2.746  -1.182  -1.404
H  2.845  1.784  3.252
H  3.686  1.555  1.716
H  3.164  0.145  2.630
H  2.271  2.882  0.661
H  1.173  3.208  2.007
H  -0.159  3.673  0.160
H  -0.618  1.991  0.428
H  1.577  2.743  -1.521
H  -0.128  2.714  -1.973
H  -0.125  1.108  -3.356
H  -0.186  -0.590  -5.035
H  -0.505  -2.949  -5.674
H  -0.475  -4.713  -3.923
H  -0.139  -4.094  -1.554
H  -0.313  1.392  2.500
H  0.938  0.879  3.622
H  -0.376  -0.795  1.452
H  -0.619  -0.931  3.185
H  0.865  -2.701  2.652
H  1.917  -1.468  3.342
H  2.630  -3.645  1.736
H  3.932  -5.137  0.531
H  5.100  -5.851  -1.506
H  5.148  -4.360  -3.494
H  4.012  -2.153  -3.397
O  -2.182  0.367  0.556
P  -3.651  0.259  0.501
N  -4.335  1.714  0.949
C  -3.608  2.645  1.826
C  -4.622  2.999  2.907
C  -5.923  3.058  2.103
C  -5.785  1.885  1.125
N  -4.364  -0.916  1.467
C  -4.276  -0.693  2.921
C  -4.167  -2.094  3.518
C  -3.383  -2.862  2.452
C  -3.950  -2.307  1.148
N  -4.184  -0.191  -0.996
C  -5.542  -0.628  -1.324
C  -5.983  0.344  -2.414
C  -4.691  0.519  -3.220
C  -3.584  0.500  -2.155
H  -3.328  3.545  1.266
H  -2.695  2.189  2.204
H  -4.384  3.936  3.410
H  -4.673  2.202  3.652
H  -5.965  3.998  1.551
H  -6.821  2.973  2.714
H  -6.269  2.098  0.169
H  -6.238  0.976  1.536
H  -5.163  -0.165  3.282
H  -3.393  -0.098  3.186
H  -5.161  -2.529  3.638
H  -3.677  -2.086  4.491
H  -3.512  -3.941  2.527
H  -2.319  -2.629  2.523
H  -4.828  -2.879  0.830
H  -3.215  -2.321  0.343
H  -6.178  -0.634  -0.441
H  -5.506  -1.643  -1.736
H  -6.281  1.297  -1.970
H  -6.813  -0.037  -3.008
H  -4.675  1.437  -3.805
H  -4.570  -0.325  -3.901
H  -3.285  1.514  -1.872
H  -2.694  -0.032  -2.498
C  5.588  3.773  0.111
N  5.097  2.862  -0.914
C  4.205  3.509  -1.861
C  4.691  1.584  -0.485
O  3.524  1.219  -0.597
N  5.679  0.823  0.049
C  5.375  -0.478  0.625
C  7.095  1.067  -0.166
H  4.759  4.317  0.585
H  6.263  4.504  -0.339
H  6.121  3.231  0.889
H  4.790  4.193  -2.478
H  3.413  4.082  -1.362
H  3.748  2.754  -2.495
H  4.313  -0.560  0.815
H  5.925  -0.597  1.561
H  5.666  -1.278  -0.060
H  7.240  1.881  -0.867
H  7.550  0.164  -0.578
H  7.596  1.302  0.777

Atom charges from the Mulliken analysis, given in e for atoms 1 to 2:
1. Ti -0.5410
2. C -1.1926

ORCA calculation (ωB97M-V with the def2-TZVPD basis set) on a cluster of 7 separate species, C38H62IN6O4P in total.

The SMILES is CC(C)=CCC[C@@H](C)CCC1=C(P(O)I)C(=O)OC1=O.CCCC#N.CCCC#N.CCCC#N.CCCC#N.CCCC#N.CCCC#N. The value obtained for the total energy is -74931.0576 eV.

Atoms and positions in Å:
C  -0.063  0.998  -0.772
C  -0.870  2.243  -1.056
C  -1.392  2.429  -2.466
C  -1.155  3.130  -0.080
C  -0.218  3.553  1.025
C  0.195  5.025  0.797
C  1.634  5.338  1.213
C  1.998  6.812  0.954
C  1.954  4.924  2.658
C  3.469  4.735  2.829
C  3.959  4.516  4.214
C  4.761  5.294  4.968
P  5.166  7.039  4.611
O  6.760  7.011  4.292
I  5.056  7.824  6.930
C  5.305  4.408  6.036
O  6.387  4.445  6.532
O  4.506  3.270  6.113
C  3.549  3.394  5.122
O  2.467  2.903  5.204
H  0.581  1.114  0.101
H  -0.790  0.211  -0.528
H  0.508  0.641  -1.631
H  -1.574  3.484  -2.663
H  -2.329  1.869  -2.602
H  -0.693  2.006  -3.186
H  -2.133  3.618  -0.072
H  0.686  2.940  0.981
H  -0.658  3.469  2.027
H  0.117  5.220  -0.278
H  -0.512  5.711  1.279
H  2.285  4.734  0.561
H  1.903  7.390  1.880
H  3.041  6.919  0.644
H  1.351  7.265  0.202
H  1.454  3.988  2.908
H  1.626  5.718  3.337
H  3.735  3.823  2.273
H  4.051  5.531  2.353
H  7.316  6.893  5.086
C  -2.729  0.867  2.335
C  -4.141  1.238  2.772
C  -5.192  0.938  1.696
C  -4.935  1.695  0.470
N  -4.702  2.304  -0.478
H  -2.413  1.444  1.464
H  -2.016  1.063  3.136
H  -2.664  -0.194  2.081
H  -4.182  2.298  3.028
H  -4.406  0.682  3.673
H  -6.192  1.194  2.047
H  -5.187  -0.126  1.449
C  -0.526  -3.173  -1.912
C  -1.534  -3.084  -3.052
C  -0.924  -2.516  -4.337
C  -0.418  -1.160  -4.130
N  -0.006  -0.104  -3.936
H  -0.153  -2.186  -1.632
H  -0.988  -3.613  -1.027
H  0.328  -3.793  -2.193
H  -2.381  -2.466  -2.749
H  -1.930  -4.076  -3.273
H  -1.671  -2.482  -5.132
H  -0.099  -3.145  -4.679
C  -2.454  -5.436  -6.258
C  -3.621  -6.353  -5.913
C  -4.961  -5.610  -5.897
C  -4.935  -4.546  -4.895
N  -4.854  -3.714  -4.106
H  -2.341  -4.644  -5.516
H  -1.519  -5.988  -6.282
H  -2.601  -4.971  -7.236
H  -3.454  -6.810  -4.935
H  -3.681  -7.166  -6.638
H  -5.789  -6.279  -5.658
H  -5.164  -5.160  -6.871
C  -9.738  -3.944  -1.412
C  -8.262  -4.279  -1.237
C  -7.499  -4.337  -2.566
C  -8.032  -5.368  -3.456
N  -8.432  -6.185  -4.160
H  -10.250  -4.710  -1.997
H  -10.236  -3.879  -0.445
H  -9.866  -2.987  -1.921
H  -8.163  -5.236  -0.721
H  -7.787  -3.524  -0.607
H  -6.447  -4.561  -2.400
H  -7.551  -3.379  -3.084
C  11.359  3.445  5.091
C  9.877  3.127  4.937
C  9.054  4.333  4.470
C  9.130  5.437  5.424
N  9.200  6.301  6.181
H  11.523  4.211  5.852
H  11.913  2.557  5.394
H  11.786  3.803  4.152
H  9.476  2.768  5.886
H  9.747  2.324  4.211
H  8.003  4.063  4.360
H  9.411  4.694  3.504
C  2.421  -6.627  -1.545
C  0.972  -6.729  -1.085
C  0.042  -7.292  -2.167
C  0.031  -6.448  -3.361
N  0.037  -5.770  -4.290
H  2.522  -5.942  -2.388
H  3.052  -6.253  -0.739
H  2.807  -7.601  -1.851
H  0.613  -5.745  -0.780
H  0.908  -7.377  -0.210
H  -0.981  -7.365  -1.795
H  0.361  -8.293  -2.463

Atom charges from the Mulliken analysis, given in e for atoms 1 to 2:
1. C -1.2147
2. C 1.0289

ORCA calculation (ωB97M-V with the def2-TZVPD basis set) on a structure of composition C38H63BrCl3N6O5RbSi2.

Its total charge is -2. The value obtained for the total energy is -183634.9200 eV.

Atoms and positions in Å:
Rb  0.599  -0.775  0.878
N  3.307  -0.274  -1.287
N  3.301  -1.615  -1.742
C  2.022  -2.145  -2.171
O  2.107  -3.159  -2.875
O  1.009  -1.528  -1.771
H  3.246  0.383  -2.060
H  4.170  -0.101  -0.789
H  3.994  -1.836  -2.451
Cl  0.402  -5.822  7.283
C  0.202  -4.909  5.794
C  -0.134  -5.582  4.611
C  -0.297  -4.887  3.446
C  -0.142  -3.455  3.362
O  -0.340  -2.842  2.286
C  0.226  -2.809  4.601
C  0.495  -1.381  4.715
O  0.521  -0.537  3.846
C  0.376  -3.552  5.780
H  -0.264  -6.658  4.632
H  -0.558  -5.401  2.529
H  0.712  -1.074  5.766
H  0.643  -3.031  6.693
N  0.685  1.603  -2.323
H  0.782  2.013  -1.399
H  1.496  1.921  -2.846
H  0.796  0.597  -2.192
N  -0.522  2.072  2.211
C  -1.644  1.879  2.462
H  0.928  2.149  1.691
N  -3.392  -2.075  3.563
N  -3.488  -0.920  2.710
H  -2.451  -2.144  3.948
H  -3.494  -2.886  2.965
H  -2.591  -0.729  2.264
H  -3.643  -0.119  3.311
Cl  5.974  -1.929  1.144
C  4.216  -2.131  1.373
Cl  3.512  -0.798  2.291
H  4.067  -3.048  1.932
H  3.765  -2.164  0.380
C  2.015  4.851  3.161
C  3.283  4.364  2.448
C  4.016  3.390  3.379
C  4.196  5.553  2.153
Si  2.722  3.451  0.874
O  1.899  2.112  1.269
C  1.675  4.648  -0.134
C  2.198  5.800  -0.729
C  1.391  6.683  -1.431
C  0.031  6.429  -1.551
C  -0.510  5.297  -0.964
C  0.303  4.417  -0.262
C  4.218  2.934  -0.149
C  5.132  2.023  0.393
C  6.243  1.598  -0.322
C  6.460  2.064  -1.611
C  5.556  2.948  -2.178
C  4.451  3.375  -1.451
H  2.285  5.354  4.097
H  1.346  4.023  3.403
H  1.455  5.559  2.547
H  4.172  3.858  4.358
H  4.998  3.120  2.987
H  3.442  2.475  3.533
H  4.561  5.988  3.091
H  3.666  6.340  1.613
H  5.068  5.260  1.562
H  3.258  6.015  -0.651
H  1.822  7.567  -1.887
H  -0.603  7.113  -2.103
H  -1.567  5.087  -1.054
H  -0.145  3.548  0.202
H  4.959  1.611  1.378
H  6.925  0.883  0.123
H  7.321  1.724  -2.175
H  5.702  3.300  -3.193
H  3.748  4.052  -1.922
C  -3.295  -2.461  -4.705
C  -2.874  -1.298  -3.795
C  -3.587  -0.028  -4.278
C  -1.373  -1.041  -3.992
Si  -3.281  -1.678  -1.949
Br  -2.199  -0.102  -0.757
C  -5.142  -1.362  -1.525
C  -5.466  0.140  -1.479
C  -6.067  -2.024  -2.557
C  -5.500  -1.910  -0.137
C  -2.701  -3.425  -1.391
C  -2.600  -3.522  0.134
C  -3.678  -4.511  -1.874
C  -1.315  -3.760  -1.951
H  -3.106  -2.183  -5.748
H  -4.356  -2.705  -4.615
H  -2.719  -3.362  -4.502
H  -3.244  0.199  -5.294
H  -3.338  0.829  -3.652
H  -4.673  -0.132  -4.315
H  -1.192  -0.902  -5.065
H  -0.725  -1.840  -3.640
H  -1.064  -0.131  -3.483
H  -5.250  0.655  -2.412
H  -4.913  0.634  -0.683
H  -6.535  0.260  -1.269
H  -5.970  -1.578  -3.547
H  -7.108  -1.895  -2.240
H  -5.885  -3.095  -2.652
H  -4.875  -1.489  0.655
H  -5.430  -2.996  -0.088
H  -6.541  -1.644  0.084
H  -3.530  -3.275  0.640
H  -1.819  -2.891  0.546
H  -2.331  -4.551  0.397
H  -4.664  -4.423  -1.415
H  -3.276  -5.491  -1.593
H  -3.807  -4.511  -2.957
H  -0.557  -3.020  -1.707
H  -1.312  -3.882  -3.034
H  -0.991  -4.716  -1.522

Atom charges from the Mulliken analysis, given in e for atoms 1 to 2:
1. Rb -0.9667
2. N 0.1507